Molecular formula: C23H30F4N7SiZn
Method: DFT, wB97M-V/def2-TZVPD

```
66
Properties=species:S:1:pos:R:3:forces:R:3
Zn 0.684791 0.202203 0.549168 0.103 -0.109 -0.036
C -3.626448 2.998593 -0.752718 -0.042 0.050 -0.003
C -2.730988 1.786545 -0.493800 -0.046 -0.010 0.036
N -1.348897 1.919037 -0.928371 -0.001 -0.064 -0.003
C -1.176865 2.061915 -2.362741 -0.031 0.044 -0.018
C -1.645692 0.844124 -3.143507 -0.033 -0.044 0.006
C -0.564519 2.886161 -0.183190 0.054 0.066 0.012
C -0.595688 2.668388 1.334881 0.028 0.038 -0.039
N -0.545886 1.251399 1.644025 0.005 0.035 0.019
C -1.283814 0.804281 2.683868 0.023 0.017 0.005
C -1.896570 -0.468309 2.646866 -0.025 0.040 0.061
F -1.767064 -1.210838 1.533348 -0.001 -0.003 -0.062
C -2.660892 -0.958876 3.678605 -0.004 0.000 0.004
F -3.213587 -2.180975 3.541911 -0.018 -0.027 0.006
C -2.910026 -0.227565 4.826681 0.013 -0.006 -0.022
C -2.333737 1.024337 4.883545 0.022 0.028 -0.014
F -2.509489 1.783323 5.984070 -0.014 0.003 0.043
C -1.544940 1.525653 3.868485 0.000 -0.042 -0.008
F -0.941675 2.717418 4.071671 0.000 0.036 -0.003
H -4.615633 2.834765 -0.320188 0.011 -0.015 -0.005
H -3.760276 3.190399 -1.819414 0.013 -0.007 0.000
H -3.216452 3.904277 -0.300033 0.005 -0.015 0.009
H -3.154240 0.905755 -0.980222 -0.002 0.005 -0.027
H -2.725644 1.553030 0.571315 0.019 0.029 -0.030
H -0.112230 2.200866 -2.538252 0.006 -0.018 0.024
H -1.668922 2.970678 -2.756835 0.001 -0.014 0.031
H -1.234450 -0.064669 -2.699752 0.003 0.019 -0.011
H -1.301827 0.906436 -4.177809 -0.004 0.009 0.006
H -2.733899 0.758157 -3.162472 0.005 0.000 0.004
H -0.849436 3.935896 -0.382464 -0.025 -0.029 -0.012
H 0.466820 2.788764 -0.538116 0.019 -0.021 0.035
H -1.503353 3.119131 1.748668 -0.056 -0.032 -0.025
H 0.245384 3.236391 1.753589 -0.028 -0.019 0.037
H -3.514301 -0.615744 5.631847 0.002 0.002 -0.007
C 2.361332 1.789532 -2.766720 0.027 0.029 -0.021
C 1.935300 0.348139 -2.704600 0.034 -0.034 0.027
C 2.203678 -0.510119 -3.758927 -0.019 -0.009 0.001
C 1.884140 -1.858386 -3.608601 0.016 0.026 -0.016
C 1.351197 -2.322452 -2.430409 -0.045 0.006 0.003
C 1.117444 -1.405449 -1.380042 -0.007 0.014 0.006
N 1.358047 -0.079414 -1.579829 0.059 0.033 -0.050
N 0.676431 -1.685947 -0.140606 0.095 0.061 0.121
Si 0.912357 -3.171620 0.703440 -0.155 0.114 -0.080
C 2.653649 -3.808405 0.428516 0.090 -0.043 0.022
C -0.310897 -4.502704 0.191041 -0.001 -0.077 -0.017
C 0.673215 -2.851697 2.531079 0.079 0.011 0.067
H 1.806819 2.343261 -3.527777 0.016 -0.012 0.000
H 3.420326 1.847802 -3.023018 0.005 -0.022 0.010
H 2.221106 2.273146 -1.802077 -0.019 -0.014 0.011
H 2.682490 -0.136251 -4.653568 0.002 -0.017 0.001
H 2.082018 -2.553380 -4.416911 -0.003 0.007 -0.003
H 1.120722 -3.369927 -2.290694 -0.006 0.011 -0.004
H 2.900263 -3.892107 -0.631594 -0.010 -0.008 0.003
H 2.792415 -4.792734 0.885031 -0.001 0.014 0.005
H 3.379834 -3.123355 0.874086 -0.015 -0.005 -0.001
H -0.142250 -4.851565 -0.831203 -0.009 0.016 0.011
H -1.332940 -4.122204 0.253915 0.010 0.014 0.008
H -0.231378 -5.369589 0.854236 -0.007 0.002 -0.020
H 1.169171 -1.925724 2.837878 -0.005 -0.012 -0.008
H 1.115323 -3.665663 3.113295 -0.021 0.007 -0.003
H -0.381037 -2.779338 2.799602 0.012 -0.019 -0.005
N 2.571034 0.825819 1.126856 -0.004 -0.103 -0.131
C 3.684352 0.906343 0.775488 -0.125 -0.024 0.025
N 4.918466 1.095442 0.490320 0.055 0.109 0.069
C 5.536061 0.417712 -0.457585 -0.007 -0.067 -0.082
N 6.161758 -0.120112 -1.273286 -0.038 0.043 0.041
```
Forces are in eV/Å.

Properties
highest occupied orbital energy: -5.0 eV
spin multiplicity: 1
total charge: -1


Molecular formula: C30H83NO28S9
Method: DFT, wB97M-V/def2-TZVPD

```
151
Properties=species:S:1:pos:R:3:forces:R:3
N -2.538653 3.634616 0.797593 -0.018 2.775 0.510
H -1.904013 3.959136 1.513153 0.306 0.329 0.296
H -3.467533 3.940636 1.049843 -0.528 -0.443 0.046
H -2.357393 2.641016 0.799103 0.438 -3.816 -0.552
H -2.286663 4.107606 -0.058497 0.199 -0.246 -0.528
C -0.276433 -0.434214 -0.410627 0.418 0.656 -0.333
C -0.488713 0.680466 0.619443 1.001 -0.594 1.126
C 0.441347 1.875906 0.362873 -0.490 0.670 -1.357
O -1.802953 0.979906 0.852153 -0.958 1.594 -0.032
H -0.943953 -0.290154 -1.260187 -0.052 -0.233 0.020
H -0.378203 -1.445334 -0.016457 -0.379 0.117 0.072
H 0.751467 -0.373984 -0.768267 0.152 -0.074 -0.138
H -0.012893 0.283166 1.516023 -0.008 -0.573 0.906
H 0.044607 2.374136 -0.521697 0.025 0.334 -0.504
H 1.483367 1.669876 0.118293 0.006 -0.464 0.061
H 0.486527 2.665606 1.112833 -0.367 -0.162 0.704
O 1.367687 -4.662964 -1.806677 -1.014 0.405 -0.246
S 0.039397 -5.204074 -1.634847 -0.208 -1.098 0.327
O -1.093733 -4.873034 -2.481517 1.641 -0.294 0.502
O 0.235637 -6.840864 -1.637757 -0.239 1.847 0.822
C 0.533417 -7.539204 -2.819447 0.190 -2.110 -1.240
C 1.811487 -7.198554 -3.570607 0.574 2.054 0.358
C -0.488653 -5.029954 0.074603 -0.211 -0.645 -0.205
H -0.305083 -7.573694 -3.515027 -0.230 0.610 0.025
H 0.579407 -8.566474 -2.457937 0.121 -0.108 0.058
H 2.746817 -7.342724 -3.029797 -0.176 -0.599 0.249
H 1.814727 -6.112254 -3.660387 -0.063 0.230 -0.218
H 1.950447 -7.505104 -4.607337 -0.580 -0.699 0.220
H -0.767873 -3.994134 0.267523 0.153 -0.098 -0.260
H 0.223917 -5.396034 0.813743 0.364 0.179 -0.434
H -1.376073 -5.656724 0.162683 -0.109 0.216 -0.080
O 1.171497 -0.694324 -5.802477 -0.262 1.020 -0.554
S 1.510377 -1.801784 -4.997717 1.281 -4.007 1.222
O 1.215287 -3.184154 -5.459397 0.774 2.986 0.934
O 3.121777 -1.657964 -4.666737 0.129 -0.960 -0.155
C 3.944407 -2.860384 -4.392497 -0.258 -1.250 0.324
C 5.203807 -2.632654 -3.542867 -0.182 0.504 -0.454
C 0.923257 -1.622044 -3.296597 0.407 0.015 -1.781
H 4.151037 -3.410854 -5.310307 0.458 0.887 -0.556
H 3.434617 -3.694144 -3.909737 -1.099 0.639 0.612
H 5.704687 -3.579184 -3.339647 -0.104 -0.253 -0.559
H 5.030667 -2.283534 -2.524907 -0.412 0.355 -0.244
H 5.898587 -1.979484 -4.070827 0.119 0.101 0.224
H 1.566327 -2.291004 -2.724697 -0.537 -0.171 0.183
H -0.117833 -1.912524 -3.437467 -0.089 -0.011 0.884
H 1.096997 -0.583004 -3.016747 -0.266 -0.111 -0.034
O 3.940017 1.981036 2.553113 -0.199 2.577 2.104
S 3.883927 2.886796 3.718853 0.141 0.674 -0.278
O 4.576557 2.539556 4.930143 -0.259 0.184 -0.779
O 4.375767 4.455696 3.254873 -0.386 -1.969 -0.431
C 4.438207 5.581696 4.166863 -0.063 -0.229 1.203
C 4.925717 6.761836 3.369603 0.494 -0.490 -1.259
C 2.174407 3.347046 4.145923 0.684 -0.335 -1.583
H 5.116747 5.361126 4.990893 0.131 -0.222 -0.078
H 3.474817 5.764166 4.642963 -0.283 -0.015 -0.286
H 4.427957 6.707106 2.401443 -0.106 0.245 -0.083
H 5.977257 6.577906 3.149293 0.092 0.217 -0.016
H 4.825057 7.783586 3.735663 -0.245 -0.385 0.560
H 1.583497 2.445546 4.307863 0.297 0.232 0.629
H 1.805037 3.760466 3.207443 -0.091 0.195 -0.003
H 2.215657 4.139156 4.893563 -0.159 -0.586 0.209
O 3.829207 -4.102024 0.750573 0.099 3.708 0.733
S 3.976747 -2.668254 1.126123 0.047 -2.218 0.718
O 5.222927 -2.210334 1.729813 -1.364 -0.452 -0.354
O 3.779097 -1.767574 -0.201807 -0.555 -1.430 0.382
C 4.546587 -0.563064 -0.355677 -0.130 0.342 0.211
C 3.979487 0.162636 -1.548827 -0.558 1.024 -0.859
C 2.489827 -2.131224 2.245813 1.453 -0.022 -1.490
H 5.593017 -0.777104 -0.573107 0.019 -0.382 0.158
H 4.528387 -0.080434 0.621483 -0.093 0.640 -0.250
H 2.903987 0.286496 -1.675537 -0.344 -0.788 0.722
H 4.307797 -0.287334 -2.485757 0.114 -0.019 0.116
H 4.214527 1.225476 -1.605547 0.616 -0.301 0.222
H 2.613897 -2.369564 3.302173 0.448 -0.385 -0.312
H 1.589467 -2.589054 1.836133 0.139 0.153 -0.039
H 2.539867 -1.048784 2.127763 -0.364 0.024 -0.036
O -0.540673 -3.694994 3.167843 -0.092 2.065 1.798
S -1.343003 -2.661164 3.829063 -3.388 -1.017 -0.875
O -2.272953 -3.058034 4.930003 2.693 1.298 -2.020
O -0.498103 -1.293324 4.238463 1.241 -2.712 -0.020
C -1.059543 -0.365604 5.107933 -2.393 2.068 -0.125
C -0.296953 0.937486 4.949313 0.184 -0.277 -0.607
C -2.343743 -1.926204 2.439813 0.520 -0.189 1.461
H -1.298883 -0.553764 6.154553 1.157 -1.143 0.172
H -2.080683 -0.196944 4.765983 -0.339 0.187 -0.309
H -0.633443 1.710936 5.639713 0.363 -0.275 0.432
H -0.429493 1.383426 3.963583 -0.241 -0.300 -0.361
H 0.760217 0.674426 4.985083 0.143 0.381 0.599
H -2.439373 -0.852964 2.604453 0.255 -0.089 -0.150
H -3.339073 -2.366654 2.498283 0.336 -0.236 -0.182
H -1.800183 -2.142574 1.520123 -0.220 0.059 0.205
O -5.068333 -0.618844 2.195283 -0.118 2.809 0.295
S -5.095703 0.838386 2.198003 -1.307 -0.088 2.878
O -5.015333 1.609356 0.990583 0.384 -0.043 0.141
O -6.520523 1.267506 2.955403 1.140 -0.295 -0.881
C -6.779463 2.682496 3.166983 -0.843 -0.543 -0.343
C -7.858393 2.793946 4.193283 -0.228 0.478 1.718
C -3.970553 1.597596 3.541923 -0.133 -1.262 -1.934
H -7.121213 3.184816 2.262003 0.496 -0.263 -0.361
H -5.927413 3.187526 3.622013 0.179 -0.048 -0.433
H -8.835363 2.313336 4.141963 0.354 -0.413 -0.843
H -8.091453 3.849746 4.331333 0.095 0.206 -0.082
H -7.413333 2.484626 5.138983 -0.204 -0.141 0.213
H -3.016153 1.172006 3.231923 0.298 0.297 0.132
H -4.249983 1.275336 4.545003 -0.270 -0.036 -0.307
H -3.991543 2.678216 3.400793 0.031 -0.224 0.085
O 3.105897 5.618146 -2.236617 0.203 -0.574 1.492
S 3.237777 4.528486 -1.299327 0.728 -1.395 -0.049
O 2.768947 3.217586 -1.709517 0.433 0.908 0.372
O 4.854207 4.429446 -0.921077 -1.815 0.380 -0.019
C 5.377127 3.207026 -0.280217 -0.655 -0.410 -1.082
C 6.211197 2.502066 -1.319487 1.565 0.407 -1.173
C 2.467507 4.843936 0.371953 1.514 0.572 -1.938
H 4.547837 2.533196 -0.064947 -0.103 0.341 0.662
H 5.941287 3.538016 0.591723 -0.278 -0.172 -0.010
H 5.797797 2.573976 -2.325487 -0.570 0.103 0.170
H 6.460047 1.445076 -1.224947 -0.321 0.048 0.778
H 7.171177 3.001466 -1.450417 0.171 0.149 0.241
H 1.413697 5.042856 0.176963 0.142 -0.200 0.222
H 3.032037 5.735096 0.646223 -0.395 0.055 0.506
H 2.732947 3.988626 0.993313 -0.282 0.058 -0.110
O -5.286353 1.478656 -4.433987 2.712 -0.265 0.922
S -4.105483 1.055786 -3.667087 -0.587 1.448 0.703
O -3.781963 -0.349724 -3.631417 0.212 0.876 -0.152
O -2.753443 1.986826 -3.991167 -1.787 -0.853 -0.955
C -1.476933 1.449416 -3.584157 0.676 0.163 0.656
C -0.366493 2.491216 -3.809447 -0.606 -0.347 -0.544
C -4.345953 1.669536 -1.957967 -0.502 -1.532 -1.147
H -1.220883 0.536616 -4.122047 -0.421 -0.021 0.000
H -1.568803 1.261076 -2.514487 0.189 -0.415 0.016
H -0.132763 3.069776 -2.915727 -0.079 0.079 -0.150
H -0.678273 3.123486 -4.640787 0.028 0.294 0.151
H 0.536877 1.998316 -4.168717 0.051 -0.091 0.260
H -4.601033 2.728516 -1.997837 0.183 -0.209 0.103
H -3.537753 1.327246 -1.311627 0.355 0.460 -0.094
H -5.188103 1.041756 -1.666807 -0.324 0.459 0.242
O -3.387933 -3.830534 0.328903 0.409 -0.261 -0.890
S -3.453253 -3.066804 -0.892367 -3.745 0.643 1.867
O -2.310393 -2.565244 -1.535047 1.419 0.482 -0.801
O -4.349673 -3.957694 -1.912687 1.772 0.795 2.404
C -4.872773 -3.354184 -3.077527 -0.837 -0.418 0.000
C -5.626383 -4.524834 -3.628677 -0.777 0.336 -1.759
C -4.553003 -1.575944 -0.432787 1.690 -1.623 -1.680
H -4.102023 -2.948074 -3.732597 0.004 -0.076 0.082
H -5.583013 -2.584854 -2.774577 0.121 0.273 -0.186
H -6.405583 -4.900654 -2.965557 0.504 -0.130 0.376
H -4.937363 -5.289154 -3.988087 -0.183 -0.151 0.281
H -6.203433 -4.176094 -4.485117 0.083 -0.027 -0.385
H -3.841353 -0.871494 -0.002227 -0.060 -0.199 0.383
H -5.369433 -1.913564 0.205613 0.205 0.214 -0.315
H -4.778313 -1.182684 -1.424087 -0.628 0.083 0.207
```
Forces are in eV/Å.

Properties
highest occupied orbital energy: -8.3 eV
spin multiplicity: 1


Molecular formula: C19H21N3O3S2
Method: DFT, wB97M-V/def2-TZVPD

```
48
Properties=species:S:1:pos:R:3:forces:R:3
C -4.719428 -0.196493 0.765364 -0.150 0.089 0.134
O -3.698892 -0.797120 0.006400 0.332 -0.126 -0.116
C -2.436512 -0.809002 0.522211 0.003 -0.155 -0.129
C -2.028372 -0.136640 1.661206 -0.223 -0.089 -0.125
C -0.712754 -0.209942 2.090115 0.142 -0.164 -0.084
C 0.221677 -0.982362 1.420102 -0.079 0.184 0.190
C 1.627937 -1.029748 1.965181 0.184 -0.153 -0.106
C 2.677833 -1.747844 1.112696 0.032 0.209 0.324
N 2.843724 -1.154418 -0.193416 -0.295 -0.468 -0.071
C 3.575948 -0.045010 -0.408726 0.118 -0.084 -0.532
O 4.341914 0.444588 0.388958 0.280 0.107 0.328
C 3.455269 0.492025 -1.836289 -0.276 0.216 -0.002
S 1.782793 0.336748 -2.526907 0.048 -0.065 -0.377
C 0.901421 1.233114 -1.300396 -0.057 0.052 -0.008
N 1.614253 1.706929 -0.302638 0.159 -0.022 -0.231
C 1.015787 2.422472 0.646856 -0.275 0.094 0.029
C 1.884196 2.931711 1.743840 0.058 -0.005 0.058
N -0.272217 2.717622 0.665647 -0.179 0.362 0.446
C -0.992118 2.234242 -0.330394 0.239 -0.317 -0.524
S -2.693921 2.490948 -0.523387 0.159 -0.022 -0.148
C -2.695565 1.527262 -1.966923 0.118 0.113 0.133
C -1.480624 1.048259 -2.305838 -0.264 -0.035 -0.162
C -0.478393 1.444754 -1.382277 0.178 0.417 0.648
C -0.191155 -1.671748 0.283568 -0.117 -0.103 -0.122
C -1.489875 -1.574087 -0.188519 -0.261 0.012 -0.062
O -1.952777 -2.180488 -1.319731 -0.173 0.201 0.336
C -1.034486 -2.850667 -2.144566 0.128 -0.115 -0.110
H -5.640002 -0.381032 0.213808 0.015 0.031 0.072
H -4.570266 0.883727 0.866110 -0.002 -0.084 0.037
H -4.796371 -0.646613 1.760480 0.010 0.018 -0.025
H -2.725340 0.468566 2.217948 -0.126 0.064 0.015
H -0.417117 0.342382 2.969239 0.051 0.087 0.115
H 1.606068 -1.509470 2.948018 0.054 0.050 0.030
H 1.968236 -0.001982 2.113910 0.051 -0.013 0.072
H 3.642323 -1.675493 1.621812 -0.115 -0.141 -0.019
H 2.424269 -2.802633 0.983587 0.069 0.032 0.024
H 2.161837 -1.394658 -0.898307 0.147 0.147 0.067
H 4.103781 -0.076866 -2.504102 -0.016 0.005 -0.003
H 3.744455 1.541663 -1.848883 0.063 -0.143 0.101
H 2.031154 4.003596 1.620445 0.027 0.090 0.036
H 1.402892 2.769986 2.704788 -0.009 0.015 0.104
H 2.848920 2.433174 1.701947 0.059 0.001 0.055
H -3.626037 1.375501 -2.476721 -0.168 -0.087 -0.153
H -1.282954 0.437419 -3.167536 -0.082 -0.136 -0.199
H 0.497268 -2.319309 -0.233264 0.058 -0.082 -0.107
H -0.601662 -3.725863 -1.647251 0.007 0.050 -0.018
H -0.230248 -2.184583 -2.478788 0.004 -0.023 0.048
H -1.606871 -3.182598 -3.009393 0.076 -0.015 0.029
```
Forces are in eV/Å.

Properties
highest occupied orbital energy: -8.0 eV
SMILES string: COc1ccc(CCNC(=O)CSc2nc(C)nc3sccc23)cc1OC
spin multiplicity: 1


spin multiplicity of number 1 (C23H30F4N7SiZn)? 1


Number 2 is which compound? C30H83NO28S9


Which of these has the lowest highest occupied orbital energy? C30H83NO28S9